Run one
Density functional theory data (the ωB97M-V functional and the def2-TZVPD basis) for a cluster of 10 separate species, C30H80O10 in total.

```
! RIJCOSX wB97M-V def2-TZVPD def2/J DEFGRID3
* xyz 0 1
C -3.37379 5.29471 -0.02795
C -3.70268 4.27533 0.99151
C -2.72387 3.14695 0.98669
O -3.75091 4.96952 2.25073
H -2.51387 5.85974 0.35065
H -4.15460 5.96155 -0.31808
H -3.03615 4.78195 -0.89249
H -4.68733 3.89305 0.72502
H -1.66431 3.52414 0.92410
H -2.86311 2.63748 0.02337
H -2.88882 2.45390 1.81187
H -4.02359 4.39371 2.96884
C 0.72172 -4.52676 -2.20942
C 0.41300 -4.25145 -0.75537
C -0.26295 -5.37310 0.03232
O 1.60961 -3.96664 -0.00514
H -0.11569 -4.92400 -2.76435
H 1.56463 -5.12651 -2.22930
H 1.05958 -3.65209 -2.71101
H -0.20500 -3.41528 -0.76476
H -1.20139 -5.69870 -0.42293
H -0.63252 -5.03448 1.00749
H 0.38572 -6.24395 0.19824
H 1.89156 -3.02529 -0.12536
C 0.38885 0.78178 -0.37139
C 1.31174 -0.11814 0.44139
C 0.54646 -0.89222 1.41806
O 1.98608 -1.06120 -0.42412
H 0.93643 1.42967 -1.05182
H -0.20659 1.38728 0.32658
H -0.33759 0.15117 -0.93337
H 2.09821 0.46085 0.97179
H -0.28352 -1.41651 0.97846
H 0.10357 -0.18942 2.11435
H 1.14248 -1.61804 2.02098
H 2.52983 -0.67869 -1.13980
C -2.17983 -1.38838 -5.42179
C -1.27955 -2.01826 -4.33382
C -0.13417 -1.12795 -3.85595
O -2.10487 -2.35064 -3.16777
H -2.54568 -0.41604 -5.12068
H -3.08170 -2.07979 -5.53143
H -1.77169 -1.19270 -6.41936
H -0.76843 -2.92357 -4.69666
H -0.46557 -0.23886 -3.32418
H 0.43886 -0.77744 -4.70876
H 0.50881 -1.67423 -3.15442
H -1.53162 -2.42309 -2.42138
C -4.26217 -2.71292 0.48487
C -3.85359 -1.69135 -0.55477
C -4.65527 -0.41539 -0.54753
O -2.46882 -1.38480 -0.29171
H -5.33541 -2.91933 0.44231
H -4.05562 -2.33569 1.46447
H -3.68886 -3.62002 0.41822
H -3.89955 -2.08781 -1.56415
H -4.69972 0.14989 -1.47788
H -4.30120 0.21650 0.27099
H -5.68512 -0.63956 -0.35704
H -2.31262 -0.58779 -0.84075
C 1.06282 2.99269 2.26120
C 2.41334 3.65033 2.37998
C 2.71190 4.66990 1.34360
O 2.40255 4.19384 3.73571
H 0.81897 2.30662 3.07369
H 0.98636 2.50730 1.26940
H 0.24858 3.75048 2.21523
H 3.20056 2.89796 2.24967
H 2.63910 4.31813 0.31551
H 3.70981 5.07932 1.43448
H 2.06933 5.54337 1.42513
H 3.22805 4.69076 3.81968
C -0.49347 -1.31553 5.05302
C -1.93612 -1.47376 4.66655
C -2.94476 -0.83563 5.62335
O -2.16466 -0.90503 3.40881
H -0.28814 -1.89762 5.98690
H -0.28667 -0.26365 5.34801
H 0.21130 -1.61658 4.27476
H -2.18457 -2.54368 4.44513
H -3.98852 -0.80061 5.21592
H -2.52857 0.16268 5.77380
H -2.93052 -1.26949 6.65037
H -1.68541 -1.35905 2.74748
C 4.17657 2.54351 -2.80569
C 4.46892 1.11120 -2.54440
C 5.11217 0.83893 -1.17835
O 3.20452 0.37045 -2.51578
H 3.64681 2.97368 -1.92458
H 3.62900 2.65296 -3.71304
H 5.09310 3.14659 -2.94773
H 5.10489 0.56802 -3.29284
H 6.12656 1.25045 -1.04119
H 5.01953 -0.21677 -0.87677
H 4.52635 1.36882 -0.42277
H 2.63974 0.49250 -3.28973
C -0.20324 3.37854 -3.06815
C -0.34598 3.60608 -4.56542
C -0.99046 4.91290 -4.85479
O 0.98471 3.44794 -5.17158
H -1.14233 3.11179 -2.64592
H 0.33764 4.15392 -2.58400
H 0.39460 2.47008 -2.92648
H -0.96387 2.83809 -5.04954
H -2.01796 4.83693 -4.51809
H -0.94478 5.13596 -5.91226
H -0.50933 5.78057 -4.33900
H 1.39332 4.30783 -4.88861
C 2.28798 -4.68567 4.83641
C 2.59310 -4.44406 3.39347
C 4.10644 -4.41781 3.16530
O 2.00968 -5.40321 2.52674
H 2.73168 -5.66433 5.11661
H 1.22136 -4.83729 5.01854
H 2.69212 -3.95744 5.52006
H 2.18922 -3.40031 3.11987
H 4.65912 -3.68827 3.80141
H 4.40280 -4.24885 2.08848
H 4.46542 -5.42169 3.36509
H 1.70152 -4.94582 1.72074
*
```

Output
Structure (SMILES): CC(C)O.CC(C)O.CC(C)O.CC(C)O.CC(C)O.CC(C)O.CC(C)O.CC(C)O.CC(C)O.CC(C)O
Molecular weight in Da: 600.96
E_LUMO in Ha: 0.013
E_HOMO in eV: -9.47
HOMO-LUMO gap in eV: 9.82

Run two
Density functional theory data (the ωB97M-V functional and the def2-TZVPD basis) for a cluster of 10 separate species, C30H80O10 in total.

```
! RIJCOSX wB97M-V def2-TZVPD def2/J DEFGRID3
* xyz 0 1
C -1.15847 1.12521 4.34584
C -2.61682 0.92139 4.64793
C -3.11350 0.13156 3.50632
O -2.90028 0.26952 5.84634
H -0.67481 0.16056 4.43912
H -0.56707 1.77908 5.02996
H -0.95940 1.57575 3.40862
H -3.08977 1.92711 4.62907
H -4.16494 -0.04831 3.72561
H -2.60714 -0.81409 3.37750
H -3.05017 0.74559 2.56842
H -2.56869 0.82256 6.55325
C 3.06037 -3.57402 -5.03285
C 3.09605 -3.30258 -3.54318
C 4.45702 -3.73661 -2.99515
O 2.88101 -1.89114 -3.24515
H 3.90290 -3.01985 -5.43524
H 2.14926 -3.31282 -5.57213
H 3.15488 -4.65922 -5.14840
H 2.28464 -3.82500 -3.05431
H 5.20141 -2.96548 -3.24158
H 4.84403 -4.65599 -3.45966
H 4.65839 -3.90708 -1.94554
H 3.40101 -1.35243 -3.85527
C -3.14793 3.87013 -1.75957
C -2.16972 3.05239 -2.52458
C -1.73215 3.82891 -3.77011
O -0.97931 2.87844 -1.74310
H -3.25505 3.42283 -0.75761
H -4.14004 3.84238 -2.20477
H -2.86677 4.89366 -1.70347
H -2.55093 2.06371 -2.75844
H -0.91989 3.34361 -4.27892
H -1.36561 4.83833 -3.50596
H -2.63493 4.07256 -4.32307
H -1.01706 3.41174 -0.89654
C 0.16490 -5.42300 2.55794
C -0.51054 -4.03839 2.73474
C -1.82196 -4.15749 3.50421
O 0.45318 -3.24192 3.38240
H 0.97692 -5.45660 1.82744
H -0.60024 -6.15955 2.24147
H 0.55448 -5.71053 3.54368
H -0.80634 -3.63964 1.76994
H -2.34738 -3.20757 3.56396
H -1.73794 -4.62230 4.51001
H -2.45999 -4.82622 2.93306
H 0.09413 -2.40727 3.69664
C -1.93438 -5.56515 -2.34327
C -0.47351 -5.66691 -2.79687
C 0.25817 -6.72732 -1.97044
O -0.30262 -5.97896 -4.20950
H -2.00878 -5.18343 -1.33635
H -2.34386 -6.59679 -2.39983
H -2.56838 -4.91354 -2.93876
H -0.08560 -4.66456 -2.57624
H 1.25715 -6.94433 -2.33988
H -0.29616 -7.64382 -2.18382
H 0.30112 -6.46996 -0.90565
H 0.63230 -5.93171 -4.40892
C 2.37032 1.41668 3.59114
C 3.71744 1.92046 3.13516
C 3.61053 2.54636 1.77940
O 4.16081 2.88602 4.07774
H 1.78151 2.29968 3.66696
H 2.32001 0.90419 4.54830
H 1.87965 0.72233 2.85806
H 4.38552 1.02177 3.09321
H 3.23459 1.86930 1.02321
H 4.46855 3.00597 1.32588
H 2.85241 3.32137 1.83599
H 5.03187 3.25851 3.79978
C 0.19160 4.89612 2.79342
C -0.54872 3.93328 1.90937
C -2.07394 4.18466 1.94775
O -0.20460 4.17727 0.53080
H 1.25000 4.61483 2.78134
H -0.12270 4.83772 3.84738
H -0.00002 5.89594 2.40612
H -0.25799 2.92653 2.16999
H -2.45681 4.30353 2.95667
H -2.67891 3.33143 1.52680
H -2.35188 5.08342 1.39794
H 0.61120 3.72516 0.23993
C 3.64767 3.17985 -2.23606
C 2.52414 3.97670 -1.58696
C 1.80435 4.87472 -2.60757
O 1.60703 2.99710 -0.94286
H 4.14910 2.54514 -1.48722
H 4.34267 3.79488 -2.76512
H 3.17412 2.58250 -3.00430
H 2.88641 4.68488 -0.82717
H 2.41404 5.78424 -2.75522
H 0.82208 5.16198 -2.29386
H 1.63766 4.25594 -3.49554
H 0.87964 2.95326 -1.56269
C -4.17133 0.20385 -1.34991
C -3.59736 0.14983 0.08030
C -3.23684 -1.29104 0.32326
O -2.46707 1.05995 0.21516
H -5.14582 -0.32688 -1.41930
H -3.48747 -0.24576 -2.07426
H -4.26503 1.23656 -1.73912
H -4.29421 0.52374 0.82528
H -4.02539 -1.94317 -0.03405
H -2.97069 -1.60965 1.33695
H -2.36104 -1.60543 -0.29576
H -1.82444 0.79689 -0.47093
C 0.93013 -0.00676 0.18312
C 0.71338 -0.36471 -1.26912
C 0.58352 -1.86912 -1.38352
O -0.47815 0.23130 -1.74834
H 0.05283 -0.14814 0.81805
H 1.26862 0.99507 0.31179
H 1.63030 -0.67511 0.62894
H 1.62815 -0.00716 -1.88551
H 1.54283 -2.38029 -1.32793
H 0.17868 -2.30321 -2.30881
H -0.02457 -2.24614 -0.53923
H -0.47358 1.21633 -1.73411
*
```

Output
Structure (SMILES): CC(C)O.CC(C)O.CC(C)O.CC(C)O.CC(C)O.CC(C)O.CC(C)O.CC(C)O.CC(C)O.CC(C)O
Molecular weight in Da: 600.96
E_LUMO in Ha: 0.019
E_HOMO in eV: -9.72
HOMO-LUMO gap in eV: 10.24

If we sort the structures by their calculated energies, the order from most to least stable is run two, run one.

Run one
Density functional theory data (the ωB97M-V functional and the def2-TZVPD basis) for a cluster of 3 separate species, C4H14NO in total.

```
! RIJCOSX wB97M-V def2-TZVPD def2/J DEFGRID3
* xyz 0 2
C 0.75311 1.94826 0.57239
C 1.50754 0.79378 -0.12244
N 1.95440 -0.13980 0.89371
C 1.07224 -1.01995 1.65026
C 0.74140 0.25397 -1.31964
H 0.17684 1.68258 1.45309
H 0.13453 2.45445 -0.16672
H 1.49793 2.64330 0.96916
H 2.43684 1.15790 -0.56817
H -6.07167 -2.50455 -2.78090
H 2.66554 -0.76038 0.52282
H 0.39603 -0.38458 2.23129
H 0.43668 -1.69313 1.07033
H 1.61782 -1.53728 2.43487
H -0.67851 0.01508 -0.46207
H 0.50977 -0.80479 -1.45321
H 1.15650 0.57854 -2.27110
H -6.74271 -2.37906 -2.48011
H -2.16995 -0.18346 -0.37167
O -1.39434 -0.12088 0.19811
*
```

Output
Molecular weight in Da: 92.16
E_LUMO (alpha / beta) in Ha: 0.033 / -0.020
E_HOMO (alpha / beta) in eV: -8.52 / -8.77
HOMO-LUMO gap (alpha / beta) in eV: 9.41 / 8.23

Run two
Density functional theory data (the ωB97M-V functional and the def2-TZVPD basis) for a cluster of 3 separate species, C4H14NO in total.

```
! RIJCOSX wB97M-V def2-TZVPD def2/J DEFGRID3
* xyz 0 2
C -1.47366 -1.33964 0.79399
C -1.17622 0.10272 0.78628
N 0.62405 0.21304 -0.26061
C 1.54020 1.08669 0.46497
C -1.86027 1.15665 -0.03517
H -1.41321 -1.70284 1.83733
H -0.84594 -2.06644 0.23033
H -2.56411 -1.52469 0.71204
H -0.82104 0.58118 1.69650
H 1.09207 -0.69080 -0.41124
H 0.46218 0.64615 -1.17251
H 2.08742 0.51726 1.23518
H 2.26090 1.61973 -0.16954
H 1.18550 1.88691 1.10125
H -2.76360 1.57941 0.45051
H -2.19927 0.62151 -0.92244
H -1.21701 1.99060 -0.31331
H 1.97112 -1.84745 -2.61868
H 2.99288 -1.21663 -1.70545
O 2.11802 -1.61336 -1.69943
*
```

Output
Molecular weight in Da: 92.16
E_LUMO (alpha / beta) in Ha: 0.018 / 0.018
E_HOMO (alpha / beta) in eV: -4.52 / -9.22
HOMO-LUMO gap (alpha / beta) in eV: 5.02 / 9.70

If we sort the structures by their calculated energies, the order from most to least stable is run two, run one.